(1)
Molecular formula: C5H11N3
Method: DFT, ωB97M-V/def2-TZVPD

Calculated values
SMILES: [H]/N=N/[C@H](N)/C(C)=C\C
LUMO in eV: 0.75
Energy relative to the best compared isomer or geometry (same formula, charge and spin) in kcal/mol: 50.5
Frontier orbital gap in eV: 9.7

Each line ends with the Löwdin charge.
Cartesian coordinates (Å):
H: -2.7243 0.9424 -1.9431  0.06
N: -1.7177 0.7852 -1.8079  0.08
N: -1.5010 -0.2587 -1.1551  0.00
C: -0.0711 -0.4972 -0.8798  -0.43
N: 0.3285 -1.8247 -1.3362  0.04
C: 0.1705 -0.3041 0.6074  -0.26
C: -0.0321 -1.5093 1.4948  -0.07
C: 0.4926 0.8831 1.1703  -0.11
C: 0.6478 2.2051 0.4869  -0.10
H: 0.5471 0.2060 -1.4512  0.12
H: 0.0884 -1.8787 -2.3228  0.07
H: 1.3412 -1.8859 -1.2779  0.08
H: -1.0638 -1.8681 1.4201  0.08
H: 0.1618 -1.2827 2.5491  0.07
H: 0.6470 -2.3227 1.2196  0.07
H: 0.6151 0.9298 2.2513  0.10
H: 1.5821 2.6767 0.8062  0.07
H: 0.6679 2.1407 -0.6024  0.06
H: -0.1799 2.8632 0.7707  0.08


(2)
Molecular formula: C7H10ClEuN
Method: DFT, ωB97M-V/def2-TZVPD

Calculated values
LUMO (spin up / spin down) in eV: 5.70 / 5.97
Net charge: -2
2S+1: 8
Expectation value of S²: 15.778
Frontier orbital gap (spin up / spin down) in eV: 2.2 / 6.9

Each line ends with the Mulliken spin population.
Cartesian coordinates (Å):
C: -0.8949 1.0228 -1.3486  -1.09
C: 0.5087 0.8159 -1.6049  -0.56
C: 1.2605 1.6157 -0.6696  -1.13
C: 0.3213 2.3222 0.1659  -0.10
C: -1.0139 1.9511 -0.2506  -0.10
Eu: 0.0456 -0.0054 0.6671  9.34
N: -1.5640 -0.7372 1.3462  -0.11
C: -0.0515 -2.5233 0.5118  -0.10
C: 0.9438 -2.0099 -0.2789  -1.14
H: 2.3350 1.6622 -0.5963  0.35
H: 0.9263 0.1805 -2.3646  0.56
H: 0.5663 2.9724 0.9859  0.08
H: -1.9307 2.2849 0.2013  0.09
H: -1.7126 0.5425 -1.8589  0.42
H: 0.8305 -1.9585 -1.3644  0.20
H: -0.9798 -2.9059 0.0830  0.11
H: -2.3916 -1.0999 1.5407  0.01
H: 1.9371 -1.7829 0.1431  0.27
H: 0.1187 -2.7298 1.5773  -0.03
Cl: 0.7451 0.3825 3.1144  -0.07


(3)
Molecular formula: C3H11N2O
Method: DFT, ωB97M-V/def2-TZVPD

Calculated values
LUMO (spin up / spin down) in eV: -10.53 / -12.41
Net charge: +2
2S+1: 2
Energy relative to the best compared isomer or geometry (same formula, charge and spin) in kcal/mol: 47.3
Expectation value of S²: 0.758
Frontier orbital gap (spin up / spin down) in eV: 9.0 / 7.1

Each line ends with the Mulliken spin population.
Cartesian coordinates (Å):
C: 1.7965 -0.9716 0.8604  0.05
C: 1.2414 0.1831 0.0822  0.16
C: 0.1981 0.9136 0.6581  0.57
N: -1.0328 1.1117 -0.1384  0.00
N: 1.5794 0.4009 -1.2267  0.13
H: 2.8449 -1.0767 0.5618  0.02
H: 1.2814 -1.8799 0.5240  0.00
H: 1.7937 -1.0350 1.9608  0.00
H: 0.3686 1.4698 1.5787  0.02
H: -1.3612 2.0856 -0.2026  0.01
H: -1.8689 0.4969 0.0279  0.02
H: -0.6414 0.8468 -1.0620  0.01
H: 2.3540 0.9812 -1.5693  0.01
H: 1.8725 -0.5284 -1.5619  0.00
H: -3.9239 -0.6817 0.4364  0.00
H: -3.1205 -1.6040 -0.5793  0.00
O: -3.3819 -0.7122 -0.3501  0.00


(4)
Molecular formula: C4H11N4
Method: DFT, ωB97M-V/def2-TZVPD

Calculated values
SMILES: [H]/N=C1/CN(C)[NH2+]N1C
LUMO in eV: -3.95
Net charge: +1
Energy relative to the best compared isomer or geometry (same formula, charge and spin) in kcal/mol: 138.3
Frontier orbital gap in eV: 9.7

Each line ends with the Löwdin charge.
Cartesian coordinates (Å):
H: -2.5252 0.4134 2.2540  0.06
N: -1.5832 0.1461 2.2004  0.21
C: -0.7856 -0.1984 1.3009  -0.34
C: 0.6263 -0.7225 1.5243  -0.03
N: 1.2912 -0.6304 0.2137  -0.12
C: 2.2598 0.3934 -0.1322  -0.02
N: 0.2266 -0.5739 -0.7254  0.08
N: -0.9831 -0.4274 -0.0792  -0.11
C: -2.1617 0.0253 -0.8896  0.03
H: 1.0609 -0.2738 2.2794  0.08
H: 0.6362 -1.7423 1.8374  0.13
H: 3.2567 0.2257 0.2636  0.11
H: 2.2269 0.5788 -1.1063  0.02
H: 1.8610 1.4647 0.3045  0.16
H: 0.1765 -1.3327 -1.2747  0.14
H: 0.4121 0.4305 -1.4323  0.28
H: -1.7638 0.9685 -1.4044  0.12
H: -2.4826 -0.8529 -1.4374  0.09
H: -3.0984 0.1601 -0.3596  0.09


(5)
Molecular formula: C15H15BF3N2O6S
Method: DFT, ωB97M-V/def2-TZVPD

Calculated values
LUMO in eV: -5.86
Net charge: +1
Frontier orbital gap in eV: 6.3

Each line ends with the Löwdin charge.
Cartesian coordinates (Å):
C: -0.9715 -1.4120 5.4943  -0.03
C: -2.3623 -1.0403 4.6658  -0.22
F: -3.1952 -2.2940 4.5343  -0.08
N: -2.0882 -0.5910 3.2295  -0.03
C: -1.1960 -1.5381 2.4103  0.10
C: -0.8265 -1.2280 0.8424  0.09
C: -1.4392 0.1389 0.1016  -0.08
C: -1.0520 0.3349 -1.4788  -0.05
C: 0.4097 1.0210 -1.9124  0.13
C: 0.7788 1.1521 -3.5184  0.10
N: -0.1275 0.6843 -4.6553  -0.15
C: 0.4452 0.8645 -6.0678  -0.19
S: 1.5723 -0.6579 -6.3242  0.83
O: 3.0559 -0.3016 -6.0321  -0.39
O: 1.1683 -1.7165 -5.2244  -0.43
C: -1.4792 0.0856 -4.3344  0.08
C: -2.0098 -0.1222 -2.7619  0.08
C: -2.3558 1.1401 1.0203  0.08
C: -2.6292 0.6880 2.6050  0.11
H: -0.5546 -2.4363 5.0770  0.10
H: -0.1676 -0.5372 5.4452  0.12
H: -1.2047 -1.6083 6.6428  0.12
H: -3.0228 -0.2919 5.2799  0.17
H: -0.7535 -2.5412 2.8776  0.16
H: -0.1325 -1.9487 0.2127  0.14
H: 1.1491 1.3888 -1.0713  0.11
H: 1.8312 1.6282 -3.7818  0.16
H: 1.1849 1.7959 -6.1403  0.16
H: -0.3710 0.8771 -6.9066  0.14
H: 1.3540 -1.2957 -7.5572  0.11
H: -2.1447 -0.2419 -5.2602  0.15
H: -3.0513 -0.6236 -2.5809  0.12
H: -2.8141 2.1153 0.5642  0.12
H: -3.2784 1.4111 3.2591  0.15
B: 3.4272 0.2810 3.3112  -0.96
O: 2.0687 0.8286 3.2310  0.22
C: 1.9067 1.3051 1.9892  -0.40
O: 0.8822 1.8319 1.5864  0.09
C: 3.1087 1.0984 1.2282  -0.39
O: 3.2870 1.4184 0.0641  0.11
O: 4.0289 0.4915 1.9901  0.25
F: 3.3769 -1.1401 3.6179  0.07
F: 4.1921 0.9858 4.3281  0.08


(6)
Molecular formula: H4N2O
Method: DFT, ωB97M-V/def2-TZVPD

Calculated values
SMILES: [H]/N=N\[H].O
LUMO in eV: 0.39
Energy relative to the best compared isomer or geometry (same formula, charge and spin) in kcal/mol: 6.6
Frontier orbital gap in eV: 10.4

Each line ends with the Löwdin charge.
Cartesian coordinates (Å):
H: -1.6958 -1.0177 0.7013  0.03
N: -1.3406 -0.7282 -0.2042  0.00
N: -1.1265 0.5426 -0.1914  -0.02
H: -1.5131 1.0406 0.5981  0.03
O: 1.8368 -0.2439 0.0109  -0.11
H: 1.3835 -0.0840 -0.8646  0.04
H: 2.4559 0.4905 -0.0503  0.02